ORCA calculation (wB97M-V/def2-TZVPD) on a structure of composition C26H24N4O13S2 at a distorted geometry.

## Properties
Kohn-Sham gap = 8.7 eV
spin multiplicity = 1

Element x y z (Å)
O: 3.7214 -3.4273 2.9624
C: 4.0917 -2.6419 2.1336
O: 5.4054 -2.3525 1.9110
C: 3.1349 -1.8804 1.2399
O: 2.0917 -1.3603 2.0731
S: 0.5825 -1.6048 1.5236
O: -0.1510 -0.5166 2.1085
O: 0.0470 -2.8958 2.4310
S: 0.6932 -4.3450 1.8984
H: 5.8720 -3.1901 1.7896
H: 2.7620 -2.5575 0.4749
H: 3.6623 -1.0584 0.7697
H: -0.1042 -4.5376 0.8304
C: -5.1122 2.0230 1.2636
C: -5.7483 1.3148 0.2523
C: -5.1129 0.2380 -0.3457
C: -3.8478 -0.1076 0.0914
C: -3.1920 0.5850 1.0943
C: -3.8368 1.6610 1.6810
N: -3.1747 -1.2646 -0.5174
O: -3.7528 -1.8649 -1.4008
O: -2.0766 -1.5537 -0.0886
H: -5.6139 2.8607 1.7303
H: -6.7400 1.5978 -0.0723
H: -5.5949 -0.3149 -1.1333
H: -2.2020 0.2904 1.4153
H: -3.3441 2.2147 2.4682
C: 8.3294 -0.4598 -3.2643
C: 8.0214 -1.8055 -3.0976
C: 6.8093 -2.1751 -2.5420
C: 5.9243 -1.1800 -2.1649
C: 6.2131 0.1625 -2.3168
C: 7.4293 0.5213 -2.8719
N: 4.6275 -1.5598 -1.5914
O: 4.3955 -2.7448 -1.4401
O: 3.8554 -0.6682 -1.2951
H: 9.2766 -0.1760 -3.7035
H: 8.7255 -2.5666 -3.4036
H: 6.5591 -3.2167 -2.4089
H: 5.5073 0.9137 -2.0141
H: 7.6672 1.5673 -2.9973
C: 2.6672 6.5191 -0.4533
C: 2.2843 5.7799 -1.5647
C: 3.1310 4.8136 -2.0814
C: 4.3517 4.6046 -1.4671
C: 4.7546 5.3324 -0.3629
C: 3.9011 6.2978 0.1440
N: 5.2450 3.5660 -1.9982
O: 4.8780 2.9507 -2.9805
O: 6.2983 3.3741 -1.4238
H: 2.0005 7.2694 -0.0499
H: 1.3235 5.9537 -2.0282
H: 2.8424 4.2329 -2.9443
H: 5.7144 5.1503 0.0962
H: 4.1978 6.8754 1.0081
C: -8.3860 -3.8827 2.8755
C: -9.4515 -2.9950 2.9496
C: -9.5600 -1.9618 2.0337
C: -8.5935 -1.8411 1.0531
C: -7.5218 -2.7104 0.9641
C: -7.4216 -3.7383 1.8870
N: -8.7087 -0.7562 0.0679
O: -9.6347 0.0199 0.1775
O: -7.8546 -0.6955 -0.7934
H: -8.3071 -4.6904 3.5908
H: -10.2002 -3.1082 3.7211
H: -10.3834 -1.2654 2.0831
H: -6.7771 -2.5910 0.1908
H: -6.5909 -4.4279 1.8327

---

ORCA calculation (wB97M-V/def2-TZVPD) on a cluster of 2 separate species, C18H27BF2N3O9PS2 in total at a distorted geometry.

## Properties
Kohn-Sham gap = 6.9 eV
spin multiplicity = 1

Element x y z (Å)
C: 0.1468 -1.1735 -3.5616
C: -0.6302 -1.4142 -2.1510
N: 0.1895 -1.3714 -0.8953
C: 1.6734 -1.6710 -1.0608
C: 2.6420 -0.3716 -1.2306
C: 3.6893 -0.7310 -2.4843
C: 4.3060 0.6936 -3.0253
O: 5.1461 1.4266 -2.2821
O: 3.8580 1.1859 -4.3691
C: 1.9060 1.0745 -1.3838
C: 0.5120 1.2564 -0.5395
P: -0.6446 2.3480 -1.5770
O: -1.1089 1.7302 -2.9636
O: 0.3209 3.7748 -2.0224
O: -2.0111 3.0299 -0.6789
C: -0.0792 -0.1520 0.0087
C: -1.6521 -0.0973 0.5476
C: -1.7760 0.2918 2.1501
C: -1.3650 1.8362 2.5088
S: -0.0308 1.8694 3.8652
C: 1.6903 1.9750 3.0701
S: 2.3123 3.4059 2.3913
N: 2.5640 0.7363 3.0720
C: 4.0658 0.6840 2.7696
C: 4.5759 -0.8764 2.9419
N: 3.3806 -1.7328 3.3270
C: 2.2570 -0.7194 3.3907
H: 0.4371 -2.2297 -4.0170
H: 1.0776 -0.4728 -3.5345
H: -0.6424 -0.7121 -4.3195
H: -1.5789 -0.6973 -2.1583
H: -1.0980 -2.5119 -2.2194
H: -0.1626 -2.1806 -0.2944
H: 1.8920 -2.5171 -1.8742
H: 1.9949 -2.1852 -0.0304
H: 3.3467 -0.2975 -0.2709
H: 3.0855 -1.3300 -3.2950
H: 4.5466 -1.4361 -2.0570
H: 3.1678 1.9143 -4.1956
H: 2.6783 1.9065 -1.0268
H: 1.6483 1.3692 -2.5117
H: 0.8066 1.8996 0.4235
H: -0.3925 4.4679 -2.2027
H: -1.8853 4.0241 -0.5556
H: 0.5457 -0.4031 0.9974
H: -2.3677 0.5081 -0.1524
H: -2.0262 -1.2297 0.4776
H: -2.8764 0.0623 2.5500
H: -1.0655 -0.4198 2.7558
H: -2.3411 2.4209 2.8632
H: -0.9254 2.4580 1.6211
H: 4.7731 1.5669 2.4676
H: 5.6607 -1.3453 2.8221
H: 1.1431 -1.0262 3.6875
B: -7.2866 -2.0267 1.2468
O: -6.1348 -2.3944 0.4163
C: -5.0447 -2.3079 1.1907
O: -3.9116 -2.5494 0.8070
C: -5.4205 -1.8946 2.5152
O: -4.6637 -1.7223 3.4569
O: -6.7477 -1.7202 2.5762
F: -8.2200 -3.1394 1.3291
F: -7.9501 -0.8565 0.6933